ORCA calculation (ωB97M-V/def2-TZVPD) on the molecule C19H28N2O3S2.

Atoms and positions in Å:
C1 -2.567 2.584 1.580
S1 -1.962 0.887 1.525
C2 -0.212 1.194 1.178
C3 -0.050 2.020 -0.089
O1 0.178 3.217 -0.009
N1 -0.179 1.392 -1.281
C4 -0.574 0.020 -1.543
C5 -1.591 0.133 -2.681
C6 -3.040 0.292 -2.193
S2 -3.410 2.067 -2.152
C7 -2.449 2.247 -3.672
C8 -1.176 1.416 -3.464
C9 -0.510 1.101 -4.799
C10 -0.203 2.158 -2.517
C11 0.584 1.742 2.391
N2 1.233 0.439 2.495
C12 2.021 0.023 3.512
O2 2.319 0.792 4.410
C13 2.533 -1.422 3.537
C14 2.977 -2.036 2.202
C15 1.890 -3.049 1.866
C16 1.394 -3.264 0.467
C17 2.216 -4.324 1.146
C18 0.922 -3.045 3.040
O3 1.543 -2.295 4.073
C19 0.607 -0.118 1.304
H1 -3.611 2.527 1.886
H2 -2.011 3.164 2.315
H3 -2.500 3.056 0.603
H4 0.293 -0.572 -1.859
H5 -1.004 -0.449 -0.661
H6 -1.525 -0.750 -3.320
H7 -3.729 -0.183 -2.893
H8 -3.203 -0.137 -1.206
H9 -3.030 1.860 -4.513
H10 -2.231 3.298 -3.860
H11 -0.196 2.018 -5.303
H12 0.378 0.481 -4.656
H13 -1.194 0.568 -5.461
H14 -0.520 3.175 -2.290
H15 0.799 2.212 -2.956
H16 1.258 2.561 2.149
H17 -0.015 1.994 3.265
H18 3.347 -1.392 4.259
H19 3.105 -1.280 1.425
H20 3.937 -2.535 2.334
H21 0.336 -3.451 0.328
H22 1.859 -2.695 -0.329
H23 3.235 -4.465 0.812
H24 1.716 -5.229 1.467
H25 -0.046 -2.599 2.779
H26 0.736 -4.047 3.429
H27 0.019 -1.022 1.456
H28 1.304 -0.277 0.476

## Properties
SMILES: CSC1(C(=O)N2C[C@H]3CSC[C@@]3(C)C2)CN(C(=O)[C@@H]2CC3(CC3)CO2)C1
Total charge: 0
LUMO, eV: 0.4
M, g/mol: 396.578

ORCA calculation (ωB97M-V/def2-TZVPD) on the molecule C21H22N2O4S.

Atoms and positions in Å:
C1 -3.901 -2.274 1.857
O1 -3.404 -1.682 0.679
C2 -3.722 -0.385 0.399
C3 -4.755 0.284 1.049
C4 -5.078 1.589 0.725
C5 -4.367 2.260 -0.254
C6 -3.329 1.610 -0.890
C7 -2.986 0.294 -0.589
C8 -1.788 -0.233 -1.302
O2 -1.036 0.521 -1.904
N1 -1.595 -1.571 -1.295
C9 -0.324 -2.121 -1.699
C10 0.567 -2.405 -0.478
C11 0.606 -1.190 0.440
O3 -0.192 -1.092 1.357
N2 1.527 -0.232 0.194
C12 2.557 -0.289 -0.828
C13 3.817 -0.899 -0.300
C14 4.894 -0.341 0.323
C15 5.759 -1.413 0.657
C16 5.141 -2.540 0.218
O4 3.965 -2.242 -0.361
C17 1.643 0.869 1.137
C18 1.650 2.200 0.464
C19 0.836 2.665 -0.520
C20 1.146 3.989 -0.908
C21 2.189 4.511 -0.218
S1 2.828 3.392 0.923
H1 -3.685 -1.657 2.733
H2 -3.375 -3.223 1.951
H3 -4.977 -2.465 1.790
H4 -5.325 -0.217 1.816
H5 -5.888 2.078 1.244
H6 -4.613 3.279 -0.510
H7 -2.741 2.113 -1.643
H8 -2.142 -2.115 -0.644
H9 0.136 -1.381 -2.359
H10 -0.491 -3.047 -2.258
H11 0.112 -3.208 0.106
H12 1.561 -2.721 -0.787
H13 2.201 -0.849 -1.691
H14 2.759 0.737 -1.145
H15 5.057 0.701 0.511
H16 6.705 -1.347 1.154
H17 5.422 -3.574 0.252
H18 2.561 0.752 1.728
H19 0.783 0.784 1.811
H20 0.056 2.075 -0.967
H21 0.609 4.526 -1.670
H22 2.630 5.485 -0.298

## Properties
SMILES: COc1ccccc1C(=O)NCCC(=O)N(Cc1ccco1)Cc1cccs1
Total charge: 0
LUMO, eV: 0.8
M, g/mol: 398.484

ORCA calculation (ωB97M-V/def2-TZVPD) on a structure of composition C20H55N5O5 at a distorted geometry.

Atoms and positions in Å:
C1 1.897 -0.773 1.806
C2 3.153 -1.231 1.180
C3 4.227 -0.148 1.396
O1 5.286 -0.151 0.450
C4 6.284 -1.186 0.619
N1 3.571 -2.359 1.995
H1 2.110 -0.288 2.759
H2 1.186 -1.511 2.179
H3 1.214 -0.160 1.218
H4 3.048 -1.370 0.104
H5 4.635 -0.096 2.406
H6 3.683 0.796 1.371
H7 7.324 -0.986 0.359
H8 6.060 -2.003 -0.066
H9 6.280 -1.595 1.630
H10 4.424 -2.711 1.584
H11 2.799 -3.004 1.906
C5 -2.250 0.159 -1.484
C6 -3.761 0.451 -1.178
C7 -4.342 1.405 -2.143
O2 -3.831 2.729 -2.038
C8 -4.418 3.564 -3.109
N2 -4.670 -0.687 -1.108
H12 -1.885 -0.608 -0.801
H13 -1.688 1.075 -1.300
H14 -2.049 -0.146 -2.510
H15 -3.829 0.904 -0.189
H16 -5.419 1.555 -2.210
H17 -4.084 0.871 -3.058
H18 -3.857 4.498 -3.128
H19 -5.467 3.738 -2.872
H20 -4.259 3.073 -4.069
H21 -5.450 -0.489 -0.497
H22 -4.128 -1.462 -0.754
C9 1.769 1.557 0.599
C10 0.306 1.232 0.344
C11 -0.647 2.329 0.869
O3 -0.443 2.237 2.283
C12 -1.398 2.895 3.146
N3 0.216 1.306 -1.160
H23 2.104 2.544 0.280
H24 2.429 0.813 0.152
H25 1.815 1.405 1.678
H26 0.008 0.257 0.728
H27 -1.672 2.189 0.526
H28 -0.130 3.257 0.624
H29 -2.348 2.457 2.841
H30 -1.375 3.983 3.102
H31 -1.366 2.554 4.181
H32 -0.675 0.996 -1.521
H33 0.885 0.689 -1.599
C13 -2.954 0.418 0.808
C14 -2.294 -0.231 1.991
C15 -1.502 -1.583 1.677
O4 -0.890 -2.398 2.720
C16 -0.019 -3.460 2.360
N4 -1.499 0.753 2.644
H34 -3.761 -0.125 0.316
H35 -2.225 0.684 0.042
H36 -3.488 1.288 1.192
H37 -3.074 -0.544 2.685
H38 -0.705 -1.461 0.944
H39 -2.180 -2.294 1.205
H40 0.869 -3.445 2.992
H41 0.378 -3.265 1.364
H42 -0.361 -4.494 2.390
H43 -1.327 1.619 2.154
H44 -0.859 0.384 3.333
C17 2.653 0.439 -3.430
C18 1.612 -0.241 -2.425
C19 1.755 -1.824 -2.580
O5 1.075 -2.523 -1.449
C20 -0.299 -2.514 -1.564
N5 1.804 0.275 -1.129
H45 2.618 1.524 -3.332
H46 2.692 0.143 -4.478
H47 3.670 0.224 -3.102
H48 0.597 0.062 -2.681
H49 2.732 -2.225 -2.309
H50 1.375 -2.238 -3.514
H51 -0.794 -1.565 -1.769
H52 -0.807 -2.841 -0.657
H53 -0.671 -3.239 -2.288
H54 1.853 -0.486 -0.466
H55 2.750 0.630 -1.161

## Properties
Total charge: 0
LUMO, eV: 0.7
M, g/mol: 445.690

Asked for gap between HOMO and LUMO across the records above, the calculation gives 0.3345, 0.3393, 0.2739 Eh in order.
Asked for ΔE to the lowest compared entry with this formula, charge and spin across the records above, the calculation gives 126.0, 171.1, 2485.9 kJ/mol in order.